13
Properties=species:S:1:pos:R:3:forces:R:3 method="wB97M-V/def2-TZVPD" mol_weight_g_mol=98.10 homo_lumo_gap_ev=10.57 de_lowest_kj_mol=335.2 total_charge=0 e_tot_ev=-9270.027
C 0.786 0.024 1.329 0.059 -0.373 0.359
H -0.465 1.532 -1.513 0.082 -0.092 0.098
C 0.837 0.821 0.094 0.079 -1.324 -0.646
H -1.975 -0.489 -1.059 0.011 0.044 -0.025
H 1.611 0.058 2.031 -0.012 -0.145 -0.030
H 1.658 0.265 -0.507 0.400 2.693 -0.214
H -1.181 1.701 0.099 0.346 -0.150 -0.061
C -0.543 1.058 -0.529 0.145 -0.068 -0.124
H -0.189 -0.147 1.780 0.035 0.447 0.038
O -0.350 -2.461 -0.781 -0.127 0.282 0.078
N -1.095 -0.282 -0.617 -0.125 -0.204 -0.138
N 0.987 -0.835 0.178 -0.574 -0.829 0.421
C -0.202 -1.310 -0.451 -0.321 -0.282 0.245

=====

83
Properties=species:S:1:pos:R:3:forces:R:3 method="wB97M-V/def2-TZVPD" multiplicity=5 mol_weight_g_mol=757.67 homo_lumo_gap_ev="7.01 / 4.03" de_lowest_kj_mol=101.6 total_charge=+4 e_tot_ev=-76308.908
H 2.554 -2.852 -1.755 0.089 -0.052 0.044
C -1.188 -3.340 -1.518 0.687 0.344 -0.065
H 0.155 3.736 -3.729 0.000 0.195 -0.033
H -3.025 -1.559 -3.199 -0.098 -0.168 0.112
H -0.021 4.431 0.284 -0.026 -0.072 -0.070
H 3.076 -1.894 -3.132 0.154 0.011 0.095
C -3.366 -1.487 -2.173 0.207 0.543 -0.438
H -0.654 -3.217 -2.468 -0.241 0.026 0.326
C 1.364 1.135 3.375 0.539 0.860 0.790
P 2.677 -0.511 -1.144 1.140 0.262 0.360
H 0.634 -2.980 2.813 -0.017 -0.453 0.150
C 0.772 1.161 -4.116 -0.543 0.886 -0.322
C -1.206 -0.903 3.431 -0.428 0.672 -0.734
C 3.586 0.859 -1.906 -0.302 0.101 -0.242
H 4.619 0.569 -2.050 0.281 -0.059 -0.053
H -0.143 5.179 -2.738 0.052 0.144 -0.072
H 4.252 -1.153 4.576 -0.014 0.095 0.075
H 0.536 1.760 3.050 0.158 -0.041 0.071
C -0.813 -1.430 4.665 -0.001 0.171 0.588
H 1.105 -2.209 -3.996 -0.212 0.306 0.192
C -0.650 1.267 -4.149 -0.119 -0.583 -1.208
C -1.687 -1.406 5.750 0.215 -0.176 -0.099
H 1.193 -2.785 1.138 0.053 0.005 -0.009
C -2.495 -0.351 3.297 -0.213 0.313 0.006
C -3.004 -2.242 0.486 0.245 0.630 0.496
H 2.341 2.701 4.447 0.084 -0.134 0.054
H 2.449 -0.160 -4.222 -0.389 -0.004 0.218
C -1.781 0.655 -0.502 -3.433 2.542 2.866
C 2.376 1.652 4.170 -0.739 0.514 -0.360
C 3.628 -0.704 0.382 -0.365 0.000 0.327
H 3.334 -1.623 0.890 0.102 0.015 0.000
H -3.543 -3.175 0.296 0.098 -0.025 -0.175
H -2.472 0.114 -4.380 0.303 0.101 0.358
H -3.654 -0.851 6.465 0.292 -0.054 -0.286
H 2.497 -2.097 3.163 -0.007 0.281 0.149
O 1.248 1.834 0.308 -1.140 -2.669 -2.580
C 3.418 0.836 4.615 0.049 0.717 0.279
H 4.696 -0.746 0.154 -0.065 0.032 -0.014
H -0.447 -3.620 -0.769 -0.077 -0.059 0.047
C -3.378 -0.364 4.378 0.139 0.117 -0.686
H 1.362 2.047 -4.367 -0.107 -0.274 0.372
H -1.447 5.225 -0.392 -0.039 -0.057 -0.182
H -2.377 -2.354 1.372 -0.238 -0.044 -0.064
C 0.374 -2.607 1.834 0.256 0.355 -0.226
H -2.780 4.354 -2.617 -0.293 0.165 -0.098
C -2.608 3.322 -2.327 0.217 0.054 -0.019
H -3.340 3.024 -1.577 -0.057 0.079 0.038
H -3.745 -0.477 -2.035 -0.259 0.067 0.077
O -2.533 1.107 0.275 2.611 -1.768 -2.590
H 3.421 0.143 1.037 0.146 -0.003 0.052
P -2.043 -1.807 -0.987 -1.269 -3.029 -0.418
H 1.192 4.081 -2.329 0.052 0.071 -0.007
H 4.201 1.248 5.258 -0.246 -0.138 -0.221
C 0.609 -1.237 -3.923 0.871 -0.414 -0.912
H -4.177 -2.196 -2.034 -0.078 -0.165 0.278
H -2.701 2.669 -3.194 -0.135 0.186 0.052
C -2.969 -0.882 5.614 -0.053 0.028 0.108
H -2.804 0.113 2.347 0.164 -0.335 0.703
P -0.020 -0.831 2.005 0.423 -0.176 1.269
H -3.731 -1.443 0.668 0.067 -0.179 0.026
C 0.177 4.139 -2.722 -0.008 -0.058 0.083
Pt -0.459 0.847 -1.973 -0.289 0.692 0.277
C -0.773 -1.176 -4.019 -0.154 -0.298 -0.081
C 0.851 1.071 -0.510 2.589 2.195 2.696
C 1.404 -0.222 3.006 -1.317 -0.881 -0.863
H -0.509 -3.108 1.469 -0.143 -0.347 0.044
C 3.446 -0.508 4.245 -0.309 -1.429 -0.600
H -1.325 -2.114 -4.145 0.116 0.517 0.053
H -4.380 0.046 4.246 0.262 -0.132 0.151
P -0.939 3.236 -1.633 -0.667 1.137 -0.328
C 2.444 -1.047 3.447 1.120 0.029 0.494
H -1.643 3.811 0.650 -0.001 -0.040 -0.094
H -1.144 2.193 -4.471 0.331 -0.419 0.331
H 4.214 -2.241 -1.818 0.057 0.090 0.048
C -1.412 0.067 -4.116 -0.192 0.584 -0.485
C 3.176 -2.007 -2.055 -0.511 -0.293 -0.258
H 0.189 -1.819 4.783 -0.021 -0.124 0.141
C -1.017 4.255 -0.126 0.272 -0.436 0.311
H -1.906 -4.155 -1.625 -0.240 0.096 0.099
H -1.349 -1.790 6.705 -0.084 -0.009 -0.059
H 3.163 1.151 -2.861 0.138 0.074 -0.017
H 3.549 1.726 -1.257 0.082 0.150 0.249
C 1.376 -0.082 -4.034 0.472 -0.856 -0.583

=====

101
Properties=species:S:1:pos:R:3:forces:R:3 method="wB97M-V/def2-TZVPD" multiplicity=8 mol_weight_g_mol=773.17 homo_lumo_gap_ev="7.63 / 4.95" total_charge=+2 e_tot_ev=-120935.600
H -0.382 -4.538 -3.801 -0.061 0.242 -0.587
H 0.713 1.313 -3.721 -0.304 -0.270 0.504
O -3.336 0.420 -0.830 0.402 -1.071 1.774
O 0.066 -3.480 3.401 -0.046 2.012 0.815
H 0.596 -5.733 4.631 -0.607 0.012 -0.332
H 3.024 1.126 -1.916 -0.169 0.156 0.831
H 1.336 2.048 0.999 0.296 0.190 -0.090
H -4.347 0.630 -3.373 -0.149 -0.121 0.457
C -3.289 0.754 -3.143 0.953 -0.144 -1.475
H -3.516 2.243 -1.706 0.027 0.302 0.108
H -3.145 -1.153 -2.929 -0.104 -0.892 0.069
F -3.860 -2.786 -2.504 0.702 1.325 -4.061
F 0.423 -1.523 5.664 2.606 -0.553 0.150
H 2.149 -5.983 4.156 0.473 0.248 -0.432
H 0.405 0.920 1.863 0.096 -0.263 0.345
H -0.546 0.117 -0.135 -0.610 3.450 2.151
H -2.944 1.508 -3.851 0.196 -0.263 -0.508
C 3.812 -0.880 0.931 0.636 -0.184 -0.657
F -2.894 -2.608 -0.534 3.116 2.049 2.002
H -0.298 -0.448 -1.776 -1.020 0.856 -3.573
H 0.144 3.266 -1.915 -0.265 -0.376 -0.248
C -0.517 -1.387 4.786 -1.280 0.613 1.201
F -0.768 -0.047 4.772 -0.011 -0.493 -1.406
H -0.809 -2.479 -5.176 -0.033 -0.422 -0.201
C 0.835 2.444 -1.725 0.992 -0.695 -1.366
H 2.543 3.456 -6.537 0.044 0.115 -0.331
C 3.094 -2.232 0.664 0.595 2.183 1.765
N -0.815 3.245 1.968 -1.364 0.381 -0.821
H 3.006 0.462 -3.279 0.029 0.183 -1.096
O 2.627 2.008 -5.127 -0.061 -0.166 2.006
H -3.297 -0.818 3.727 0.176 -0.770 -0.368
C 1.083 1.759 2.019 0.063 -0.031 -0.849
H -4.294 0.425 -0.775 -0.272 -0.343 0.171
V -2.147 -0.857 0.654 -2.226 0.149 -0.200
H 0.984 7.057 2.823 0.344 -0.245 0.379
H 0.732 -1.575 3.016 0.519 0.690 -0.129
H -1.267 4.049 2.380 -0.193 0.031 0.492
H -0.028 2.497 3.643 0.241 0.214 0.407
H 3.096 3.137 -3.419 0.013 0.186 0.128
H 0.907 -2.670 -5.003 0.212 -0.161 0.169
H 1.691 4.636 2.135 0.497 -0.712 -0.390
C 0.353 2.887 2.699 1.848 1.154 1.289
C -0.341 -3.528 -3.394 -0.301 0.256 0.108
F -1.552 -1.949 5.389 -1.332 -0.580 -0.950
O -2.581 -0.483 -3.321 0.026 0.999 -0.495
C 3.295 2.812 -6.080 -0.462 0.741 -0.434
H 4.059 3.482 -5.684 0.147 -0.194 0.459
H 0.824 -0.927 -0.570 4.235 -0.753 1.425
H 0.929 -6.048 2.883 -0.167 0.219 0.073
O 5.179 -0.982 0.517 -0.368 -0.087 0.302
C -2.952 1.318 -1.826 -0.604 1.248 -0.020
O 2.991 -2.403 -0.730 -0.186 -0.216 -1.266
C 1.399 -4.037 3.672 0.124 0.025 0.099
H -1.628 1.732 2.013 1.036 1.600 -0.558
C 1.298 4.141 3.024 -0.142 -1.303 0.496
F -5.095 -2.471 -0.737 -0.953 0.184 0.826
H 5.258 -0.920 -0.438 -0.040 0.103 -0.055
H 2.049 3.863 3.763 0.670 -0.753 -0.749
H 1.677 2.916 -1.218 0.161 -0.063 0.172
O -2.156 0.942 1.884 0.020 -2.378 0.030
N 2.357 0.694 -2.540 0.236 -1.486 -0.028
H 0.262 -4.091 -1.650 0.240 0.031 0.466
H -0.768 -0.748 -3.797 -1.233 0.025 0.326
H 2.113 -3.782 2.888 -0.226 0.308 -0.265
H -3.879 1.767 2.347 -0.631 -0.066 0.124
F -3.864 -4.457 -1.085 -0.624 -0.623 0.289
H 3.756 2.195 -6.851 -0.201 -0.191 0.232
H -0.796 -1.579 -0.424 -1.397 -3.665 0.199
H -0.639 3.558 1.025 0.402 -0.186 -0.363
H 3.734 -2.985 1.123 -0.338 -0.326 -0.172
H -4.728 -1.846 2.011 -0.048 -0.565 -0.641
C -3.891 -0.342 2.947 0.091 -0.589 1.278
C -3.220 1.033 2.810 -1.709 0.406 -1.974
H 1.860 -3.780 4.625 -0.484 0.931 0.109
H -2.923 1.519 3.739 0.135 -0.816 0.388
C 1.240 -5.513 3.780 -0.163 -1.120 0.594
O 0.660 5.128 3.744 -1.164 1.288 0.098
B -0.222 -0.720 -0.734 -0.011 -0.196 -0.526
C 2.218 2.716 -3.909 -0.551 -0.740 -1.322
H 3.324 -0.072 0.386 -0.330 0.015 -0.255
H -0.652 6.605 3.424 0.266 0.523 0.247
H -4.865 -0.269 3.430 -0.166 0.335 -0.434
H -1.274 -3.352 -2.858 -0.389 0.337 -0.557
O 0.649 -3.562 -2.352 1.193 1.169 -0.158
V 1.631 -1.443 -2.304 -1.343 -0.027 0.750
C 1.428 1.741 -3.019 0.609 1.365 0.187
H 1.479 3.473 -4.172 0.308 0.537 -0.140
H -0.090 5.930 1.985 0.314 -0.099 -0.383
C -0.185 -2.037 3.382 -0.195 -2.538 -0.947
O -1.085 -1.784 2.388 0.855 0.034 1.362
H 0.442 1.645 -1.097 -0.250 0.426 0.030
O -4.019 -1.260 1.735 1.125 2.910 1.903
H 3.849 -0.523 1.960 -0.169 -0.607 0.200
C 0.269 6.247 2.964 -1.625 -0.208 0.056
H 2.099 -2.189 1.108 -0.059 -0.356 -0.185
B -3.976 -3.090 -1.234 -1.557 -2.184 1.430
O 0.080 -1.140 -4.020 2.477 1.092 1.640
C -0.002 -2.447 -4.444 -1.475 -2.191 -1.064
H 2.004 1.449 2.514 -0.158 0.039 0.187
H 3.751 -2.931 -0.987 0.079 -0.184 -0.352
H -1.897 1.578 -1.741 0.007 -0.423 0.112

=====

42
Properties=species:S:1:pos:R:3:forces:R:3 method="wB97M-V/def2-TZVPD" mol_weight_g_mol=394.73 homo_lumo_gap_ev="7.73 / 7.73" de_lowest_kj_mol=43.8 total_charge=0 e_tot_ev=-31290.865
Pd 0.887 0.643 -0.887 -0.026 0.442 0.412
C -0.514 2.007 1.917 0.152 -0.250 0.052
H 2.893 -0.467 2.087 -0.024 -0.037 -0.003
O -1.068 -0.988 -0.349 -0.043 -0.216 -0.208
H -0.706 2.001 2.994 0.048 0.008 0.094
H 2.352 -2.783 2.854 -0.009 0.022 -0.049
C -0.796 -0.399 1.910 0.040 0.264 -0.094
C -1.885 -1.359 -1.449 0.057 0.063 0.115
H 1.666 -3.965 -1.187 0.016 0.051 0.026
H -2.908 3.816 -0.711 -0.015 0.030 -0.008
C 0.999 1.532 -3.428 -0.138 -0.296 0.487
C 1.971 -3.462 0.863 -0.003 -0.009 0.063
H -1.315 -0.196 2.850 -0.038 0.027 0.060
C 2.594 -0.903 0.014 0.447 0.186 -0.156
H -3.588 2.171 -0.674 -0.046 -0.023 0.010
H -2.373 -2.320 -1.263 -0.002 -0.036 0.009
C -1.781 -0.840 0.852 -0.015 0.007 -0.103
H -2.231 -1.793 1.159 -0.019 -0.050 0.012
O -1.582 2.318 -0.171 0.010 -0.015 -0.088
C 2.800 0.463 -0.475 -0.699 -0.045 -0.231
O 0.480 0.399 -3.237 0.203 0.407 -0.338
H -2.590 -0.119 0.715 -0.078 0.114 -0.009
H -1.241 -1.422 -2.321 0.049 0.020 -0.026
C 2.625 -1.232 1.367 -0.061 -0.082 0.484
H 1.056 1.898 -4.462 0.006 0.099 -0.151
F 1.656 -4.702 1.282 -0.004 -0.059 0.032
C 1.938 -3.187 -0.485 0.006 0.172 -0.229
H -2.648 -0.596 -1.627 -0.064 0.035 -0.018
C -2.697 2.761 -0.914 0.082 0.001 0.053
H -2.640 1.886 1.544 -0.049 -0.033 0.020
H 0.297 2.701 1.709 0.058 0.010 -0.051
H -0.079 -1.200 2.075 0.090 -0.038 -0.003
C -1.764 2.458 1.212 -0.168 0.076 -0.123
H 3.099 1.213 0.250 0.150 -0.002 0.051
H 2.247 -1.657 -1.957 0.011 -0.020 -0.094
C 2.320 -2.513 1.806 0.078 0.221 0.015
H -2.455 2.640 -1.966 0.028 -0.021 -0.052
O 1.457 2.278 -2.522 -0.221 -0.569 -0.040
C 2.263 -1.902 -0.903 -0.190 -0.389 -0.167
H -1.941 3.508 1.484 -0.053 0.031 -0.010
H 3.241 0.581 -1.457 0.375 -0.025 0.030
O -0.038 0.735 1.498 0.056 -0.070 0.230

=====

33
Properties=species:S:1:pos:R:3:forces:R:3 method="wB97M-V/def2-TZVPD" mol_weight_g_mol=208.28 homo_lumo_gap_ev=7.13 de_lowest_kj_mol=624.6 total_charge=+1 e_tot_ev=-18308.548
C -2.978 -0.089 -0.907 -3.679 0.223 -1.149
C -1.259 -1.149 0.386 -0.143 0.975 0.838
H -1.888 -1.910 -1.431 -0.670 0.283 -0.240
C -1.514 -0.176 1.353 -0.698 -0.809 1.744
H -2.692 1.469 2.109 -0.131 -1.413 -1.242
H 3.479 -0.525 0.799 0.657 0.481 1.613
C -2.585 0.695 1.269 0.332 2.531 1.252
O 1.660 1.554 0.512 0.539 -1.537 -0.609
H -0.775 1.039 -3.003 1.228 -0.737 0.703
H -1.070 -0.259 2.359 0.312 0.223 -0.692
H 0.912 3.404 -0.096 0.244 0.985 -2.207
H 3.602 -1.343 -0.753 0.222 -0.844 0.009
H 1.395 -1.233 -1.033 -0.144 0.345 -0.666
H -3.721 -0.081 -1.774 1.610 -0.145 0.825
C -0.132 -2.129 0.618 1.146 1.721 -2.368
C 0.020 0.469 -2.448 -0.248 -0.833 -1.063
C 3.174 -0.541 -0.192 -0.886 0.542 -3.066
C 1.010 0.657 -0.251 -0.865 0.240 -0.800
C 1.045 2.776 0.711 -0.303 1.213 3.815
H 2.088 -2.255 1.076 -1.729 0.921 -0.476
H -0.313 -2.738 1.405 -0.894 -2.034 2.549
H 0.013 -2.787 -0.246 -0.152 0.015 -0.067
N 1.685 -0.636 -0.270 -0.261 -0.606 2.750
H -4.011 1.689 -0.217 1.089 -1.742 1.193
C -3.311 0.819 0.094 0.024 1.222 -1.277
H 1.621 3.281 1.508 0.327 -0.078 -0.817
C -2.117 -1.128 -0.703 2.283 -1.155 -0.812
H 0.316 -0.626 -2.808 -0.528 2.525 1.352
H 3.322 0.327 -0.809 1.121 0.669 0.406
H 0.093 2.762 1.227 -0.660 -0.957 -0.212
O 0.452 1.092 -1.364 -0.069 -1.229 -0.534
H 1.256 -0.945 1.939 -0.195 0.119 -1.673
C 1.226 -1.485 0.940 1.121 -1.115 0.920

=====

44
Properties=species:S:1:pos:R:3:forces:R:3 method="wB97M-V/def2-TZVPD" mol_weight_g_mol=293.37 homo_lumo_gap_ev=9.18 de_lowest_kj_mol=84.1 total_charge=0 e_tot_ev=-26542.188
H 2.708 -0.112 1.154 -0.065 -0.010 0.069
H -2.396 -4.930 -0.967 -0.066 -0.046 0.076
H 0.029 -4.358 -0.907 -0.017 0.096 -0.114
C -2.332 0.361 1.506 0.036 0.059 0.012
H -0.029 -3.961 -2.647 -0.005 0.032 0.142
C -0.615 -3.990 -1.718 0.040 -0.405 -0.091
H 2.493 -0.229 2.870 -0.004 0.058 -0.026
C 0.094 0.642 -0.684 0.112 -0.241 -0.081
H -2.525 1.190 2.185 0.011 -0.012 0.082
N 2.518 0.334 2.035 0.194 -0.303 0.071
C 3.064 3.572 1.047 -0.370 -0.048 0.095
C -0.207 -1.688 -1.202 0.113 0.222 0.059
H 2.279 2.410 -1.278 0.131 -0.037 0.055
N -2.599 0.788 0.147 -0.023 -0.037 -0.099
C 2.053 1.591 2.114 -0.075 -0.043 -0.108
C -2.242 -0.247 -0.810 -0.106 0.011 0.024
H 3.407 5.065 2.372 0.018 -0.061 -0.095
C -1.819 -4.903 -1.887 0.272 0.358 0.076
N 2.743 4.361 2.091 -0.009 0.437 0.377
H 1.070 2.887 0.778 0.053 -0.086 0.072
H -2.713 -1.214 -0.571 -0.039 0.128 -0.039
H -2.957 -0.495 1.808 -0.015 -0.029 -0.006
C 2.377 1.683 -0.466 -0.060 0.162 0.081
C -0.751 -0.431 -0.896 -0.036 -0.200 -0.076
O -1.098 -2.699 -1.409 -0.078 0.242 0.032
H -0.360 1.595 -0.467 -0.087 0.138 0.084
C 1.999 -0.739 -1.041 -0.092 0.230 -0.042
H -4.186 2.002 0.703 -0.078 0.024 0.003
H 1.621 -2.777 -1.521 -0.001 -0.102 -0.020
C 1.477 0.509 -0.736 0.103 -0.116 -0.182
H -4.693 0.384 0.170 -0.020 -0.018 0.009
H -2.456 -4.532 -2.685 -0.073 -0.013 -0.087
H -2.609 0.063 -1.795 -0.064 -0.076 0.040
H 3.424 1.372 -0.456 -0.029 0.045 -0.060
H -1.286 0.076 1.595 0.023 -0.024 0.111
C 1.173 -1.826 -1.279 -0.158 -0.332 -0.046
C 2.058 2.421 0.837 0.272 -0.006 -0.241
H 3.071 -0.874 -1.115 0.119 0.016 0.005
O 4.009 3.756 0.315 0.252 -0.006 -0.281
H 2.114 3.986 2.792 0.072 0.014 -0.087
O 1.686 2.077 3.170 -0.242 0.043 0.289
H -4.128 1.585 -1.015 -0.075 0.018 -0.026
H -1.489 -5.909 -2.131 0.012 -0.111 -0.028
C -3.977 1.202 -0.006 0.053 0.027 -0.033